# 1
Formula: C4H4N2O2
Source: OMol25
Level of theory: ωB97M-V/def2-TZVPD

Each line ends with the Mulliken charge.
CARTESIAN COORDINATES (ANGSTROEM)
O (-0.001, 1.004, 1.795)  -0.676
O (1.702, 1.506, 0.463)  -0.492
N (-0.939, -1.068, -3.533)  -0.421
N (0.818, 0.583, 1.027)  0.781
C (-1.915, -0.226, -0.026)  -0.065
C (1.174, -0.606, 0.779)  -0.595
C (-1.492, -0.437, -1.150)  0.214
C (-1.249, -0.744, -2.473)  -0.078
H (2.228, -0.880, 0.342)  0.240
H (-2.582, -0.132, 0.804)  0.348
H (0.598, -1.421, 1.058)  0.382
H (1.658, 2.420, 0.915)  0.362

As for the SMILES: C=[N+]([O-])O.C#CC#N. The value obtained for the calculated total energy is -414.57273 a.u. The calculation puts the energy above the lowest of the compared OMol25 structures with the same formula, charge and spin at 7.4410 eV. The LUMO energy comes out at 0.4 eV.

# 2
Formula: C2H4Cl3P
Source: OMol25
Level of theory: ωB97M-V/def2-TZVPD

Each line ends with the Mulliken charge.
CARTESIAN COORDINATES (ANGSTROEM)
Cl (-2.035, 0.427, 0.530)  -0.103
Cl (1.904, -1.691, 0.615)  -0.160
Cl (3.096, 1.655, 0.033)  -0.164
P (1.273, -0.451, -0.789)  0.179
C (-2.443, -0.918, -0.476)  -0.454
C (1.395, 1.146, 0.210)  -0.536
H (-1.663, -1.550, -0.485)  0.258
H (-3.492, -1.362, -0.470)  0.307
H (1.078, 0.882, 1.178)  0.362
H (0.887, 1.863, -0.345)  0.311

The value obtained for the calculated total energy is -1800.42700 a.u. The calculation puts the energy above the lowest of the compared OMol25 structures with the same formula, charge and spin at 1.9464 eV. The LUMO energy (spin up / spin down) comes out at -1.1 / -0.5 eV.

# 3
Formula: C4H7BrCl2OS
Source: OMol25
Level of theory: ωB97M-V/def2-TZVPD

Each line ends with the Mulliken charge.
CARTESIAN COORDINATES (ANGSTROEM)
Br (-3.007, 1.155, 0.499)  -0.116
Cl (-3.795, -1.268, -1.133)  -0.154
Cl (1.356, -1.853, -0.399)  -0.211
S (0.245, 2.223, -1.068)  -0.022
O (0.138, 2.130, 0.597)  -0.424
C (1.534, -0.078, -0.597)  -0.302
C (-3.849, -1.229, 1.553)  -0.601
C (-3.499, -0.636, 0.425)  0.413
C (0.372, 0.410, -1.395)  -0.294
H (-0.560, -0.069, -0.992)  0.016
H (1.555, 0.526, 0.394)  0.332
H (-0.432, 1.385, 0.814)  0.274
H (0.304, 0.279, -2.510)  0.335
H (-3.760, -0.532, 2.474)  0.209
H (-4.330, -2.246, 1.600)  0.257
H (2.454, -0.077, -1.248)  0.289

The value obtained for the calculated total energy is -4124.22841 a.u. As for the spin multiplicity: 3. The LUMO energy (spin up / spin down) comes out at 0.4 / -2.0 eV. The expectation value of S² is 2.006.

# 4
Formula: C56H57N8O5P3S2Ta
Source: OMol25
Level of theory: ωB97M-V/def2-TZVPD

Each line ends with the Mulliken charge.
CARTESIAN COORDINATES (ANGSTROEM)
Ta (0.402, -0.278, -1.022)  -0.660
S (4.558, -2.473, -0.869)  -0.179
S (1.664, 0.437, 5.987)  0.136
P (1.425, 1.289, 0.961)  0.911
P (0.244, -2.264, -2.927)  2.998
P (-1.338, 1.071, 0.837)  0.882
O (-1.733, -0.347, -2.200)  -0.397
O (-0.926, -1.841, 4.910)  -0.465
O (0.200, 1.446, -1.904)  1.150
O (-3.785, 4.313, -5.730)  -0.592
O (-2.292, 5.864, -5.497)  -0.589
N (-0.526, -1.678, 0.064)  0.464
N (-1.137, -4.369, -4.015)  0.172
N (0.418, -3.205, -5.489)  0.187
N (1.266, -4.680, -3.743)  0.205
N (-0.022, 1.155, 1.894)  0.239
N (2.181, 0.027, -2.813)  0.933
N (-2.753, 4.764, -5.277)  1.025
N (-1.890, -3.857, 5.399)  -0.336
C (-0.052, 3.526, -2.984)  -0.439
C (-1.398, -2.662, 2.143)  0.471
C (4.970, 1.149, 3.853)  -0.771
C (4.365, 0.424, -4.468)  -1.125
C (1.852, 5.631, -0.427)  -0.786
C (1.358, -0.234, 7.635)  -1.003
C (2.517, 3.321, -0.500)  -0.441
C (3.354, -0.569, -2.544)  0.343
C (-4.546, -2.349, 2.237)  -0.919
C (0.497, -1.956, -4.754)  -1.719
C (4.594, -0.005, 3.182)  -0.958
C (2.705, 4.635, -0.898)  -0.941
C (2.192, -1.485, -0.574)  1.599
C (-3.721, -2.594, 3.311)  -0.519
C (1.467, -3.659, -2.728)  -1.378
C (2.391, -2.456, 0.467)  -1.607
C (3.517, 0.020, 2.310)  -0.372
C (3.305, -1.417, -1.363)  0.348
C (-0.784, 4.344, -3.823)  -0.499
C (1.464, -4.155, -5.098)  -0.934
C (-1.638, -2.779, 4.643)  -0.155
C (4.469, -0.389, -3.354)  -0.840
C (-2.315, -0.414, 1.157)  -0.134
C (-3.468, 4.529, 0.763)  -0.849
C (-1.979, 3.885, -4.369)  -1.023
C (0.082, 1.292, 5.752)  -1.139
C (0.826, 5.312, 0.452)  -0.972
C (-1.301, -3.305, -3.040)  -1.231
C (-4.114, 4.518, 1.993)  -0.839
C (-2.642, 3.470, 0.408)  -0.474
C (3.608, -3.064, 0.417)  -0.144
C (3.206, 2.373, 2.768)  -0.958
C (-3.942, 3.449, 2.871)  -0.971
C (-1.691, -4.075, 1.593)  -1.277
C (-0.027, 0.688, 3.304)  -0.115
C (-1.721, -1.761, 0.889)  0.729
C (-2.878, -2.575, 0.245)  -0.112
C (-0.892, -3.849, -5.366)  -0.900
C (-2.454, 2.638, -4.093)  -0.775
C (-2.234, 0.497, -2.955)  -0.509
C (4.273, 2.334, 3.649)  -0.740
C (-4.150, -1.902, 0.888)  -0.204
C (2.812, 1.204, 2.102)  0.965
C (-2.463, 2.401, 1.287)  0.779
C (2.086, 0.799, -3.904)  -1.236
C (-2.554, -3.996, 0.578)  -0.997
C (-0.002, 1.820, 4.324)  -0.606
C (-3.645, -0.465, 1.118)  -1.291
C (-1.724, 1.808, -3.233)  1.233
C (-0.057, -5.297, -3.656)  -0.891
C (1.492, 3.001, 0.393)  0.483
C (-2.325, -2.657, 3.297)  -0.002
C (3.144, 1.023, -4.756)  -1.009
C (-3.121, 2.388, 2.522)  -0.632
C (-0.514, 2.251, -2.689)  -0.121
C (0.650, 3.996, 0.875)  -0.395
H (-0.117, 3.759, 1.604)  0.598
H (-0.898, 2.436, 4.212)  0.278
H (-4.757, 5.344, 2.272)  0.441
H (1.665, -2.691, 1.237)  -0.175
H (-0.090, -6.142, -4.340)  0.310
H (0.860, 2.459, 4.126)  0.111
H (0.171, 6.090, 0.829)  0.513
H (-4.330, 0.363, 1.266)  0.751
H (2.690, 3.309, 2.600)  0.538
H (-2.502, -4.601, 5.110)  0.216
H (-4.452, 3.444, 3.827)  0.488
H (-2.933, -2.398, -0.829)  0.544
H (1.120, 1.245, -4.097)  0.756
H (-0.445, 5.342, -4.073)  0.573
H (-0.178, -2.622, -0.088)  0.309
H (3.013, 1.648, -5.630)  0.587
H (0.479, -0.879, 7.623)  0.191
H (-5.617, -2.418, 2.431)  0.551
H (-2.131, 3.478, -0.551)  0.403
H (2.438, -3.669, -5.160)  0.383
H (-5.010, -1.921, 0.222)  0.864
H (-0.218, -5.665, -2.641)  0.354
H (-2.140, -2.664, -3.315)  0.358
H (-1.296, -4.977, 2.049)  0.591
H (-2.961, -4.850, 0.043)  0.621
H (4.005, -3.826, 1.077)  0.517
H (2.000, 6.660, -0.737)  0.443
H (5.815, 1.131, 4.530)  0.430
H (5.404, -0.881, -3.111)  0.611
H (-3.169, 0.228, -3.462)  0.406
H (-2.989, 1.559, 3.211)  0.481
H (-3.388, 2.308, -4.537)  0.707
H (4.567, 3.235, 4.172)  0.492
H (0.886, 3.855, -2.550)  0.586
H (-0.909, 0.061, 3.462)  0.155
H (3.230, -0.878, 1.794)  0.670
H (5.225, 0.591, -5.106)  0.489
H (3.515, 4.888, -1.572)  0.491
H (0.020, 2.114, 6.463)  0.708
H (3.188, 2.545, -0.864)  0.428
H (-3.608, 5.361, 0.083)  0.534
H (-0.726, 0.583, 5.958)  0.368
H (1.227, 0.566, 8.360)  0.338
H (1.351, -4.090, -1.732)  0.405
H (-1.504, -3.735, -2.056)  0.202
H (-4.202, -2.760, 4.268)  0.629
H (-1.452, -3.929, 6.307)  0.320
H (-0.377, -2.517, 2.488)  0.638
H (1.470, -1.494, -4.901)  0.509
H (-0.268, -1.263, -5.110)  0.332
H (5.144, -0.926, 3.336)  0.520
H (1.447, -4.990, -5.796)  0.285
H (0.841, 0.049, 3.462)  0.544
H (2.475, -3.254, -2.796)  0.388
H (2.232, -0.821, 7.911)  0.406
H (-0.934, -4.682, -6.065)  0.345
H (-1.674, -3.136, -5.628)  0.387

The value obtained for the calculated total energy is -4858.98000 a.u. The calculation puts the energy above the lowest of the compared OMol25 structures with the same formula, charge and spin at 2.6342 eV. The LUMO energy comes out at -9.9 eV. As for the net charge: +3.

Repeat the second record exactly.
Formula: C2H4Cl3P
Source: OMol25
Level of theory: ωB97M-V/def2-TZVPD

Each line ends with the Mulliken charge.
CARTESIAN COORDINATES (ANGSTROEM)
Cl (-2.035, 0.427, 0.530)  -0.103
Cl (1.904, -1.691, 0.615)  -0.160
Cl (3.096, 1.655, 0.033)  -0.164
P (1.273, -0.451, -0.789)  0.179
C (-2.443, -0.918, -0.476)  -0.454
C (1.395, 1.146, 0.210)  -0.536
H (-1.663, -1.550, -0.485)  0.258
H (-3.492, -1.362, -0.470)  0.307
H (1.078, 0.882, 1.178)  0.362
H (0.887, 1.863, -0.345)  0.311

The value obtained for the calculated total energy is -1800.42700 a.u. The calculation puts the energy above the lowest of the compared OMol25 structures with the same formula, charge and spin at 1.9464 eV. The LUMO energy (spin up / spin down) comes out at -1.1 / -0.5 eV.

Which formula does entry 3 have? C4H7BrCl2OS

Which of these has the highest calculated total energy? C4H4N2O2

Number 1 is which compound? C4H4N2O2